# 1
Entry from the Open Molecules 2025 dataset: a gas-phase ion, C6H11BrN (charge +1) in a non-equilibrium geometry (ωB97M-V with the def2-TZVPD basis set).

Geometry as XYZ:
```
19
Properties=species:S:1:pos:R:3:forces:R:3
C 1.06010 -0.82262 -1.27977 1.2 3.7 0.1
N 0.73155 0.16418 -0.16501 3.1 -2.8 1.3
C 1.45656 1.40388 -0.35356 0.3 3.0 -1.0
C -0.69086 0.27216 0.08211 -2.8 -0.6 2.0
Br -1.61102 1.46235 -1.26704 0.7 -1.0 1.1
C -1.07385 0.44592 1.61696 0.5 3.6 -1.8
C -1.68162 -0.69892 1.71357 1.2 -0.7 -1.4
C -1.39328 -1.18377 0.33543 0.8 1.0 -2.3
H 0.95900 -1.72070 -0.87888 -0.7 -4.1 1.2
H 0.44800 -0.61724 -2.10044 -1.0 0.2 -1.2
H 2.09693 -0.71100 -1.52646 0.5 0.3 -0.2
H 1.18960 -0.29615 0.72525 -1.5 1.0 -1.8
H 1.20483 2.09426 0.50374 0.7 -0.8 -0.7
H 2.61091 1.29715 -0.57410 -2.6 0.0 0.6
H 0.88036 1.87217 -1.21490 1.4 -0.3 0.7
H -1.08824 1.42087 2.13062 0.2 -0.9 0.2
H -2.19633 -1.18842 2.44300 -1.3 -1.0 2.0
H -0.58656 -1.93202 0.09919 -1.6 0.0 0.7
H -2.31607 -1.26211 -0.28969 0.9 -0.4 0.3
```
Forces are in eV/Å.

SMILES string = C[NH+](C)[C@]1(Br)C=CC1
Total charge = +1

# 2
Entry from the Open Molecules 2025 dataset: a molecular structure, C6H11BrOS in a non-equilibrium geometry (ωB97M-V with the def2-TZVPD basis set).

Geometry as XYZ:
```
20
Properties=species:S:1:pos:R:3:forces:R:3
C -0.54108 -0.23586 -1.42512 1.6 0.0 0.0
C 0.30550 -1.93513 1.14269 -1.1 0.8 1.1
C -2.93341 1.21627 0.58206 -1.1 -1.2 0.7
C 1.25157 1.92975 0.90849 2.9 0.8 5.0
C -2.62696 0.53820 -0.74857 -4.5 -0.5 1.2
C 1.78097 0.57829 1.48645 -1.0 1.4 2.1
O -1.34359 0.71284 -1.12874 2.0 0.3 -0.9
S 0.24994 -0.38974 1.79329 0.3 -1.0 -1.3
Br 1.94024 -2.63932 0.74111 0.9 -0.3 -0.5
H -0.98978 -1.18510 -1.12225 -0.7 -0.6 0.0
H -2.59476 0.62622 1.47232 0.2 0.4 -1.0
H -2.53214 2.20197 0.65313 0.0 0.8 0.0
H -4.04687 1.17044 0.69006 0.8 0.6 -0.1
H 2.03961 2.73014 0.77985 -0.6 -1.0 0.3
H 0.82625 1.78388 0.03447 -2.5 -0.5 -4.1
H 0.56670 2.25951 1.73937 0.3 0.2 -1.3
H -3.24828 0.94532 -1.60254 0.4 -0.3 1.1
H -3.01305 -0.50482 -0.53322 1.2 0.5 -1.0
H 2.04369 0.80658 2.54353 0.5 -0.2 -0.7
H 2.55407 -0.00875 1.03850 0.2 -0.1 -0.6
```
Forces are in eV/Å.

Total charge = 0

ΔE to the lowest compared entry with this formula, charge and spin values (in kcal/mol) by entry order: 66.2 118.2.